{"formula": "C24H58FN5O7P3S", "method": "the ωB97M-V functional and the def2-TZVPD basis", "energy_ha": -3271.5879, "multiplicity": 1, "total_charge": 1, "homo_lumo_gap_ev": 6.48, "max_force_ev_per_a": 2.8, "homo_ev": -9.685, "species": ["S", "P", "P", "P", "F", "O", "O", "O", "O", "O", "O", "O", "N", "N", "N", "N", "N", "C", "C", "C", "C", "C", "C", "C", "C", "C", "C", "C", "C", "C", "C", "C", "C", "C", "C", "C", "C", "C", "C", "C", "C", "H", "H", "H", "H", "H", "H", "H", "H", "H", "H", "H", "H", "H", "H", "H", "H", "H", "H", "H", "H", "H", "H", "H", "H", "H", "H", "H", "H", "H", "H", "H", "H", "H", "H", "H", "H", "H", "H", "H", "H", "H", "H", "H", "H", "H", "H", "H", "H", "H", "H", "H", "H", "H", "H", "H", "H", "H", "H"], "positions_angstrom": [[3.44086, 2.20023, -3.13600], [-0.15312, 5.95877, -2.44989], [4.80350, 3.50936, -0.85788], [2.68328, 0.35585, -0.18749], [3.95734, 3.45815, -3.87134], [2.23798, 1.80533, -3.76124], [-0.75700, 6.74381, -1.21500], [4.53724, 1.31745, -2.96726], [-1.30808, 3.70026, -1.62319], [-1.26676, 5.84712, -3.56954], [4.57862, 4.62346, 0.08079], [1.13852, 6.42503, -2.90601], [-0.10945, 4.33448, -1.87056], [0.95762, 2.36057, -1.15976], [-3.71504, -1.51752, 3.85716], [2.25516, 4.11932, -1.82380], [2.87548, -5.52421, -2.11398], [0.99061, 3.64766, -1.62870], [1.28720, -0.01587, 0.97932], [-3.03025, -2.23988, 2.79977], [-0.03961, -0.45884, 0.33547], [4.16539, -6.15633, -1.88762], [2.23201, -0.55266, -1.70693], [-3.56723, 6.21011, 1.05719], [2.34905, 2.17318, -0.50746], [-1.91215, -3.21508, 3.19388], [-2.87125, -0.69790, 4.70495], [-2.64098, 4.27654, 2.40520], [-3.54562, 4.67449, 1.23152], [3.15388, 2.98146, -1.52581], [-3.87174, 2.54717, -0.06257], [-3.20725, 3.93122, -0.07724], [-4.71089, -2.27389, 4.60093], [-4.22383, -3.35434, 5.57346], [4.93565, -6.68133, -3.10649], [1.63884, -7.67809, -2.08064], [-2.02210, 0.29007, 3.92148], [3.34735, -3.93114, -4.06871], [-1.70342, 3.76106, -0.22114], [2.91782, -4.16507, -2.61434], [1.87952, -6.34784, -2.77724], [-0.03954, -1.51770, 0.10003], [4.01383, -6.98705, -1.19546], [-1.44204, 2.79920, 0.22951], [0.82646, -8.20895, -2.57755], [-1.80363, 4.97012, 2.48648], [-1.47236, 0.93218, 4.61163], [2.84273, -4.60512, -4.76029], [-1.29884, -3.44317, 2.31882], [0.28112, 2.36225, -0.39644], [4.79522, -5.45181, -1.33840], [-0.85262, -0.23994, 1.02442], [5.70510, -7.38191, -2.77797], [1.08169, 0.91847, 1.50723], [-1.25089, -2.79782, 3.95494], [-4.58827, 6.53866, 0.89261], [-1.28576, -0.21308, 3.29107], [-1.62459, 6.72690, -3.74221], [2.51538, -8.32508, -2.11405], [-2.22206, 3.27405, 2.32757], [-3.39521, 1.91819, 0.69004], [1.62758, -0.74957, 1.70004], [-3.88526, -4.25009, 5.05510], [5.30580, 2.31815, -0.31817], [2.52566, 4.91655, -1.23908], [-2.64816, 0.92556, 3.28975], [-3.41634, -3.00027, 6.21478], [1.86134, -1.53256, -1.42070], [-4.91797, 2.62522, 0.21569], [3.07058, -0.63837, -2.38320], [2.12809, -6.54315, -3.83202], [1.91379, -3.74213, -2.48632], [-3.19685, 6.68488, 1.96043], [-3.17641, 4.32450, 3.34821], [-2.95111, 6.51583, 0.21525], [-4.56239, 4.38987, 1.48805], [-1.59161, 7.17536, -1.42855], [3.56660, -3.57638, -1.95698], [-3.78269, -2.77115, 2.21269], [5.61224, 3.83888, -1.95279], [-2.30213, -4.16135, 3.56245], [-1.12464, 4.51257, 0.31402], [5.44191, -5.88508, -3.64978], [-5.31118, -1.55249, 5.16332], [-2.20716, -1.29439, 5.34972], [-5.40139, -2.72550, 3.88427], [-0.25318, 0.07869, -0.58572], [1.39471, -0.05855, -2.19774], [-3.52266, -0.13118, 5.37452], [4.28830, -7.21449, -3.80351], [4.42228, -4.04231, -4.19941], [3.09431, -2.91041, -4.36684], [-3.59444, 4.47302, -0.94005], [2.25922, 2.72072, 0.42909], [-3.79949, 2.04583, -1.02494], [1.35868, -7.52728, -1.03749], [0.93870, -5.79015, -2.78010], [-5.04660, -3.65518, 6.22369], [-2.61097, -1.50420, 2.10711]], "atomic_forces_ev_per_a": [[-0.127, -0.714, 0.503], [0.134, 0.504, -0.831], [0.281, 0.554, 0.535], [1.348, -0.358, 0.862], [0.126, 0.262, -0.203], [-0.204, 0.181, -0.174], [-0.195, -0.302, -0.317], [0.274, 0.010, -0.002], [-0.166, 0.220, 0.035], [-0.078, -0.033, 0.876], [-0.341, 0.173, 0.157], [0.364, -0.283, 0.427], [0.167, 0.258, 0.024], [0.406, 1.702, 1.193], [-0.097, 0.006, -0.019], [0.525, -0.304, 0.830], [-0.009, 0.116, 0.058], [0.328, -0.773, 0.050], [-0.619, 0.521, -0.819], [0.124, -0.016, -0.158], [0.179, 0.201, 0.150], [0.140, -0.173, 0.089], [-0.786, 0.651, 0.038], [-0.075, -0.607, 0.187], [-1.743, -1.287, -1.816], [-0.002, -0.024, -0.102], [0.124, -0.024, -0.016], [0.178, 0.061, -0.054], [0.009, 0.394, -0.021], [0.021, 0.133, -0.424], [0.137, 0.113, -0.002], [-0.311, -0.578, 0.256], [-0.196, -0.018, 0.102], [-0.052, -0.048, -0.033], [0.081, 0.029, 0.053], [-0.021, -0.014, -0.016], [0.092, 0.103, -0.001], [0.045, 0.115, 0.024], [0.149, -0.183, 0.322], [-0.077, 0.213, -0.003], [-0.006, -0.154, -0.045], [-0.075, -0.124, 0.014], [-0.075, -0.011, -0.031], [0.056, -0.110, -0.011], [-0.007, 0.002, -0.003], [0.129, 0.006, 0.023], [-0.010, 0.004, 0.008], [-0.010, -0.021, 0.010], [-0.010, 0.000, -0.005], [-0.490, -0.784, -0.563], [-0.046, 0.094, -0.050], [-0.151, -0.236, 0.065], [-0.004, -0.003, 0.011], [0.253, -0.023, 0.351], [-0.013, 0.018, 0.013], [-0.034, 0.220, -0.173], [-0.005, -0.005, 0.020], [-0.216, 0.021, -0.551], [0.000, -0.004, 0.003], [-0.127, -0.165, 0.004], [0.015, -0.112, 0.063], [0.129, -0.013, 0.144], [0.063, 0.015, -0.003], [-0.034, -0.127, -0.197], [-0.157, 0.511, -0.658], [-0.026, -0.055, -0.029], [0.007, 0.018, -0.005], [0.265, -0.198, 0.159], [-0.161, 0.023, -0.130], [0.123, -0.109, -0.048], [-0.028, -0.003, -0.003], [-0.045, -0.102, -0.028], [0.010, 0.240, 0.017], [-0.080, 0.050, 0.088], [0.110, 0.126, -0.015], [-0.092, -0.181, 0.000], [-0.197, 0.155, 0.354], [0.063, -0.085, 0.022], [-0.066, -0.025, 0.089], [-0.092, -0.290, -0.154], [0.011, 0.019, 0.089], [-0.024, 0.366, -0.314], [-0.062, 0.006, -0.063], [0.074, 0.061, 0.003], [0.013, 0.034, 0.016], [0.060, -0.005, -0.066], [-0.002, 0.031, -0.113], [0.037, -0.035, -0.282], [-0.059, -0.077, 0.021], [-0.024, -0.002, 0.009], [0.000, -0.075, -0.018], [-0.015, -0.005, 0.005], [0.059, 0.268, -0.007], [0.716, -0.027, 0.260], [0.035, -0.065, -0.081], [0.046, 0.014, 0.018], [0.044, 0.091, -0.031], [-0.010, 0.012, 0.000], [0.002, 0.048, 0.042]]}